# 1
DFT (wB97M-V/def2-TZVPD) results for a molecular structure, C34H43F5IN5NaOTe.

For the HOMO energy, the calculation gives -5.03 eV. The net charge is -1.

Last column: Mulliken charge in e.
Positions of all 91 atoms, in Å:
1 I 0.299 -3.131 -2.719  0.6724
2 Te 3.358 -2.868 -0.758  1.6808
3 Na 1.056 -0.853 0.121  0.6902
4 F 4.835 -4.028 -0.660  -0.4140
5 F 4.417 -1.676 -1.871  -0.5263
6 F 3.091 -3.771 -2.432  -0.5084
7 F 4.510 -1.901 0.856  -0.7963
8 F 2.249 -4.447 -0.025  -0.6736
9 O 1.308 -1.742 -1.788  -0.5864
10 N 0.508 1.518 -0.792  1.9484
11 N -0.934 1.225 1.557  0.8596
12 N 2.884 2.225 1.956  -0.2981
13 N 2.497 -0.718 2.242  0.4609
14 N 0.241 -2.690 1.385  -0.3561
15 C 2.362 1.393 -2.326  0.5900
16 C 0.084 3.936 -0.774  -2.4746
17 C 3.377 0.097 3.096  -1.1018
18 C 0.114 1.743 -3.206  1.5415
19 C -3.930 -4.737 -4.563  -0.4383
20 C -1.041 1.154 4.029  1.8293
21 C 0.045 2.543 -0.203  0.5433
22 C -2.983 0.620 2.662  0.8522
23 C -2.383 -2.939 -3.277  0.0888
24 C 3.293 1.335 -1.152  -0.7151
25 C 0.400 1.546 4.159  -0.5049
26 C -3.252 -0.495 -2.374  -0.7144
27 C -1.651 1.035 2.775  -1.1675
28 C 2.840 1.285 -3.621  -0.6734
29 C -4.141 -1.326 -3.004  -1.1125
30 C -3.727 -2.600 -3.479  0.2534
31 C 0.992 1.596 -2.129  -0.9843
32 C -3.117 0.469 5.068  -0.9004
33 C -1.363 2.006 -3.056  -1.7779
34 C 3.939 1.266 2.309  -0.6513
35 C 0.637 1.628 -4.494  -1.1026
36 C -3.610 0.445 1.313  -1.2456
37 C -1.794 0.862 5.163  -1.1321
38 C -2.554 -5.025 -4.343  -0.4261
39 C 0.510 -2.213 2.742  -0.3336
40 C 1.980 1.388 -4.705  -1.0277
41 C -1.505 -2.063 -2.622  -0.9060
42 C -1.890 -0.853 -2.147  1.4993
43 C -3.703 0.352 3.819  -0.9668
44 C 1.980 -1.895 2.977  -0.9685
45 C -0.624 2.390 1.161  1.2993
46 C -1.745 -4.128 -3.690  -0.7956
47 C -0.935 3.665 1.899  -2.3840
48 C -4.515 -3.565 -4.153  -0.9055
49 H -0.071 -1.298 2.890  -0.1220
50 H 3.271 2.943 1.353  0.4660
51 H -4.540 -5.470 -5.082  0.3469
52 H -1.600 3.037 -3.334  0.5099
53 H 3.192 -1.110 1.586  0.1742
54 H -3.219 -0.444 0.817  0.2796
55 H -1.931 1.345 -3.711  0.6079
56 H 0.788 -3.514 1.134  0.1473
57 H -5.566 -3.375 -4.345  0.3804
58 H 0.177 -2.911 3.523  0.4930
59 H 2.102 -1.727 4.052  0.3958
60 H 2.360 1.277 -5.713  0.3946
61 H 0.566 4.616 -0.070  0.5824
62 H -1.470 3.466 2.823  0.5355
63 H -5.167 -1.005 -3.149  0.3423
64 H 2.816 0.467 3.959  0.4081
65 H -0.006 4.191 2.132  0.3732
66 H 0.629 3.951 -1.714  0.4483
67 H -1.539 4.330 1.280  0.4658
68 H -2.172 -5.973 -4.710  0.3807
69 H 0.778 1.285 5.148  0.4747
70 H -0.040 1.711 -5.337  0.4615
71 H 2.589 -2.774 2.733  0.4048
72 H -4.737 0.038 3.729  0.4152
73 H 4.330 1.345 -1.479  0.5195
74 H 3.180 0.408 -0.589  -0.1420
75 H 3.895 1.095 -3.771  0.4212
76 H 1.009 1.041 3.415  -0.5040
77 H 3.127 2.175 -0.473  0.0356
78 H 4.214 -0.508 3.468  0.6080
79 H -0.926 4.314 -0.948  0.3669
80 H -1.319 0.942 6.134  0.4462
81 H 4.684 1.779 2.922  0.5483
82 H 0.564 2.615 4.014  0.2350
83 H 2.195 1.728 1.398  -0.3735
84 H -3.396 1.287 0.654  0.1169
85 H -4.692 0.339 1.398  0.4361
86 H -1.203 -0.180 -1.649  0.6954
87 H -0.738 -2.919 1.273  0.1499
88 H -1.723 1.841 -2.042  -0.1696
89 H -3.595 0.474 -2.036  0.4490
90 H -3.686 0.246 5.961  0.3906
91 H 4.459 0.864 1.431  0.1648



# 2
DFT (wB97M-V/def2-TZVPD) results for a molecular structure, C34H44AuN3O2.

For the HOMO energy (spin up / spin down), the calculation gives -13.94 / -14.66 eV. Its multiplicity is 3. As for the expectation value of S²: 2.027. The net charge is +2.

Last column: Mulliken charge in e.
Positions of all 84 atoms, in Å:
1 Au 0.773 1.949 1.677  0.7649
2 O 1.820 0.917 -0.519  -0.6845
3 O -0.890 2.102 0.335  -1.0665
4 N 1.631 2.154 3.542  -0.4179
5 N 3.768 2.659 8.423  -0.3261
6 N -0.473 -0.451 -0.448  0.4885
7 C -2.355 4.534 -0.693  -1.4839
8 C -3.707 0.218 -2.037  -0.4271
9 C -3.060 2.146 -0.635  -0.6560
10 C 4.188 -0.499 -1.805  1.9791
11 C 2.927 2.481 3.689  -0.1363
12 C -2.477 -0.424 -1.709  0.2350
13 C 3.513 2.626 4.928  -0.5741
14 C 1.881 -0.281 -0.638  0.9921
15 C 3.055 -1.098 -0.987  -0.8274
16 C -1.560 0.162 -0.814  -1.3908
17 C -5.036 -1.848 -2.378  -1.5679
18 C 2.736 2.424 6.063  0.7830
19 C 1.116 -5.246 0.530  -1.5959
20 C 5.164 -1.589 -2.250  -1.9986
21 C -4.782 3.994 -0.545  -2.2671
22 C 2.013 -4.060 2.559  -1.5800
23 C 0.603 -1.059 -0.217  -0.5104
24 C 3.567 -4.863 0.781  -2.1468
25 C -4.660 -0.483 -2.984  1.8490
26 C 3.602 0.188 -3.050  -1.6807
27 C 0.771 -2.290 0.472  -0.6975
28 C 3.311 2.557 7.375  -0.2608
29 C 3.063 -2.322 -0.435  0.2378
30 C -3.384 3.530 -0.126  1.9883
31 C -3.940 -0.691 -4.330  -1.5691
32 C -3.963 1.441 -1.472  -0.0869
33 C 4.942 0.528 -0.941  -1.5765
34 C 2.183 -4.262 1.042  1.8421
35 C -3.323 3.525 1.418  -1.5557
36 C 1.979 -2.911 0.370  -0.0101
37 C -1.797 1.516 -0.295  1.4006
38 C 1.395 2.091 5.912  -0.5941
39 C 0.880 1.967 4.640  -0.0822
40 C -5.934 0.326 -3.220  -2.0968
41 H 4.301 1.359 -0.650  0.3473
42 H -4.942 4.999 -0.155  0.4602
43 H -1.334 4.271 -0.432  0.2477
44 H -2.440 4.606 -1.779  0.3938
45 H 0.107 -4.940 0.806  0.3535
46 H 4.655 -2.398 -2.779  0.4608
47 H -6.500 0.473 -2.298  0.4249
48 H 0.759 1.934 6.771  0.4776
49 H 2.944 1.015 -2.786  0.3330
50 H -4.005 2.782 1.838  0.3736
51 H 2.757 -3.362 2.950  0.3882
52 H -0.159 1.718 4.484  0.4538
53 H -5.503 -1.731 -1.398  0.3826
54 H 1.294 -6.228 0.970  0.4571
55 H 5.347 0.057 -0.043  0.3363
56 H 5.718 -2.010 -1.409  0.3948
57 H 3.496 2.633 2.784  0.5037
58 H 4.557 2.893 5.006  0.4737
59 H 3.935 -2.941 -0.584  0.6008
60 H -5.569 3.357 -0.136  0.4180
61 H 3.731 -5.083 -0.276  0.4351
62 H 4.372 -4.221 1.142  0.4393
63 H -2.237 -1.397 -2.121  0.6973
64 H -4.900 1.922 -1.701  0.8661
65 H -4.175 -2.512 -2.277  0.3455
66 H -4.609 -1.209 -5.017  0.4624
67 H 1.164 -5.352 -0.556  0.3851
68 H -4.892 4.051 -1.629  0.4375
69 H 5.777 0.931 -1.516  0.4759
70 H 3.641 -5.807 1.321  0.4475
71 H 2.149 -5.015 3.066  0.4652
72 H 1.020 -3.685 2.811  0.3388
73 H 4.414 0.593 -3.654  0.4729
74 H -5.750 -2.345 -3.035  0.4643
75 H -0.080 -2.736 0.965  0.6716
76 H 3.052 -0.524 -3.669  0.3754
77 H -3.663 0.263 -4.782  0.3871
78 H -3.040 -1.303 -4.233  0.3494
79 H -6.576 -0.216 -3.913  0.4278
80 H 5.894 -1.155 -2.932  0.4264
81 H -2.316 3.334 1.784  0.2714
82 H -5.722 1.300 -3.667  0.4434
83 H -3.638 4.505 1.777  0.4746
84 H -2.577 5.518 -0.277  0.4663



# 3
DFT (wB97M-V/def2-TZVPD) results for 3 unconnected molecules or ions with the total composition C34H44B2Cl2F2N2O9S.

For the HOMO energy, the calculation gives -8.05 eV. Its SMILES is C=CN1c2c(/C(Cl)=C(\C)Cl)cc(CCCO)c(B(C)O)c2Sc2ccc(CCCCC)c(B(O)N(C)C)c21.O=C1OC[C@@H](F)O1.O=C1OC[C@@H](F)O1. The calculation puts the energy relative to the best compared isomer or geometry (same formula, charge and spin) at 1088.77 kJ/mol.

Last column: Mulliken charge in e.
Positions of all 96 atoms, in Å:
1 Cl -1.739 -1.579 0.252  0.0236
2 Cl -2.987 -1.125 3.116  -0.1468
3 S 1.367 2.747 -2.855  -0.1660
4 F -4.409 -5.988 0.241  -0.3006
5 F -2.115 -5.682 -2.667  -0.3022
6 O -0.014 5.598 -3.432  -0.5598
7 O 2.203 -1.531 1.700  -0.7761
8 O -1.836 -6.569 3.797  -0.5107
9 O -1.340 -6.693 1.594  -0.3289
10 O -0.671 -3.568 -4.947  -0.3126
11 O -7.549 2.964 -3.054  -0.5621
12 O -0.105 -4.792 -3.138  -0.2863
13 O 1.503 -3.756 -4.348  -0.5139
14 O -3.402 -6.050 2.249  -0.3303
15 N 1.792 0.394 3.269  -0.2448
16 N 0.615 0.564 -0.612  1.8363
17 C 5.422 -2.643 4.968  -0.9225
18 C 2.474 2.347 -1.400  0.8327
19 C 6.133 0.137 2.199  -0.6293
20 C -2.138 -6.570 0.424  -0.0570
21 C -5.074 3.528 -3.007  -0.7180
22 C 1.713 1.898 3.292  -0.6516
23 C -3.154 1.778 2.547  -1.1820
24 C -3.256 -5.693 0.890  0.4234
25 C -4.144 4.340 -1.953  -0.9721
26 C 5.150 1.402 2.333  -0.9834
27 C 4.193 1.642 1.081  0.6410
28 C -2.163 -6.451 2.654  0.6077
29 C 0.339 -0.045 3.332  -0.5379
30 C -6.370 2.974 -2.208  -0.0958
31 C -1.493 -4.544 -3.068  0.4887
32 C -2.843 3.404 -1.703  -0.0018
33 C 1.586 -1.597 -1.656  -0.9342
34 C 4.680 2.684 0.018  -0.8303
35 C 1.906 1.263 -0.409  -0.9161
36 C 0.827 -0.397 -1.740  0.2155
37 C 2.822 0.970 0.836  0.7383
38 C 6.392 -2.032 3.804  -0.4582
39 C 5.443 -1.168 2.841  -0.0186
40 C 3.837 3.051 -1.222  -0.8578
41 C -2.739 0.331 2.016  0.6084
42 C -2.171 0.139 0.734  -0.4371
43 C -1.875 1.296 -0.322  -0.1776
44 C -1.473 3.631 -2.431  -0.4421
45 C -3.045 2.247 -0.684  -0.5194
46 C -0.325 2.642 -2.062  0.7008
47 C -2.329 5.335 -4.609  -0.9172
48 C -1.852 -4.202 -4.479  -0.4434
49 C -0.472 1.483 -1.006  -1.3838
50 C 0.350 -4.017 -4.163  0.6442
51 B -1.260 4.841 -3.492  0.6285
52 B 2.258 -0.104 1.917  0.4027
53 H -1.688 -3.744 -2.348  0.1447
54 H 2.727 2.415 3.297  0.2423
55 H 0.358 5.331 -2.551  0.3072
56 H -4.050 2.087 -0.146  0.3715
57 H -4.667 4.502 -0.951  0.5277
58 H 1.357 -2.357 -0.840  0.1758
59 H -5.346 4.187 -3.896  0.4942
60 H 4.571 -0.787 3.503  -0.1257
61 H 4.141 3.812 -2.013  0.3191
62 H -2.710 1.873 3.612  0.3271
63 H -6.092 1.937 -1.819  0.1405
64 H 4.493 -3.036 4.413  0.1638
65 H 4.955 -1.761 1.994  0.3412
66 H 6.518 -0.045 1.132  0.3069
67 H 5.941 -3.431 5.605  0.3501
68 H -7.317 3.161 -3.986  0.3107
69 H -3.133 4.566 -4.855  0.2088
70 H -2.057 -5.087 -5.089  0.2801
71 H 1.012 2.285 2.456  0.1660
72 H -0.137 0.326 2.341  0.0073
73 H -4.295 1.883 2.697  0.2889
74 H 2.443 -1.859 -2.374  0.1627
75 H 6.736 -2.950 3.194  0.2624
76 H -0.245 0.472 4.168  0.3260
77 H -2.798 6.310 -4.212  0.3173
78 H -1.733 5.650 -5.548  0.3161
79 H -3.876 5.353 -2.405  0.2284
80 H 2.602 -2.000 2.474  0.2798
81 H 5.048 -1.736 5.577  0.2498
82 H 0.366 -0.091 -2.754  0.1828
83 H 4.564 1.363 3.311  0.3095
84 H -4.490 2.597 -3.365  0.3136
85 H 5.670 3.231 0.160  0.2841
86 H -1.570 -6.122 -0.392  -0.0101
87 H -2.709 -3.529 -4.540  0.3112
88 H -6.602 3.617 -1.281  0.2255
89 H -2.480 -7.561 0.112  0.2760
90 H 7.259 -1.456 4.268  0.3089
91 H 0.244 -1.180 3.331  0.2074
92 H 5.833 2.334 2.413  0.4833
93 H -3.051 -4.621 0.811  0.2263
94 H 1.195 2.202 4.281  0.2854
95 H 7.065 0.387 2.836  0.3543
96 H -2.712 2.634 1.943  0.3878



# 4
DFT (wB97M-V/def2-TZVPD) results for a molecular structure, C34H44BBrN13O2PPt.

For the HOMO energy (spin up / spin down), the calculation gives -15.09 / -15.10 eV. Its multiplicity is 2. As for the expectation value of S²: 0.761. The net charge is +3. The calculation puts the energy relative to the best compared isomer or geometry (same formula, charge and spin) at 87.93 kJ/mol.

Last column: Mulliken charge in e.
Positions of all 97 atoms, in Å:
1 Pt -0.759 0.351 0.089  1.5021
2 Br -0.879 4.930 6.935  -0.1041
3 P 1.358 0.823 -1.546  2.4839
4 O -0.567 0.936 3.183  -0.5456
5 O -1.065 1.941 1.228  0.0424
6 N -0.614 -1.239 -1.205  0.2220
7 N 1.132 -1.530 1.301  0.8715
8 N 0.913 -0.214 1.092  0.5825
9 N -1.766 -0.846 1.342  -0.5587
10 N 1.742 -4.201 0.562  -1.2471
11 N 0.522 -3.940 1.142  0.6797
12 N -0.268 -2.414 -0.627  1.4642
13 N -2.320 5.348 3.119  -0.6215
14 N 2.530 1.157 -4.010  0.1799
15 N -1.240 -2.075 1.629  0.4175
16 N -2.373 1.093 -0.950  1.0757
17 N 3.465 -0.553 -2.584  0.2848
18 N 3.907 1.793 -2.116  0.1799
19 C -3.669 0.613 2.156  -1.3437
20 C 0.001 -5.088 1.668  -0.0851
21 C -3.782 2.667 -1.816  -1.1263
22 C -1.379 3.416 -1.287  -1.1416
23 C 2.696 -0.422 2.391  -2.3078
24 C -2.835 -0.618 2.133  0.7747
25 C 2.774 1.964 -1.150  -1.6604
26 C 1.971 -5.488 0.749  0.6226
27 C -1.291 3.196 3.213  0.7014
28 C -2.456 2.404 -1.352  0.7984
29 C -0.954 3.387 4.551  -0.8741
30 C 3.478 2.112 -3.560  -0.7447
31 C -1.305 4.582 5.145  -0.1826
32 C -1.988 5.537 4.392  -0.2776
33 C -1.001 -2.881 -2.654  -2.0414
34 C 2.324 -0.753 -1.698  -1.5510
35 C -3.970 -0.874 -0.864  -1.0288
36 C 2.201 -1.675 2.088  0.0498
37 C -1.993 -2.610 2.597  0.2473
38 C -0.484 -3.411 -1.487  0.0722
39 C 3.085 -0.197 -3.951  -0.9228
40 C 4.442 0.345 -2.082  -0.7412
41 C -1.103 -1.511 -2.439  0.6098
42 C 0.895 -6.092 1.445  -1.2843
43 C 1.847 0.491 1.771  0.8473
44 C 1.232 1.252 -3.351  -1.5317
45 C -0.934 1.909 2.568  0.0114
46 C -3.008 -1.744 2.930  -1.9384
47 C 1.948 1.979 1.828  -1.7618
48 C -4.495 1.521 -1.669  -1.1237
49 C -1.616 -0.511 -3.424  -1.9429
50 C -3.609 0.536 -1.127  0.2574
51 C 3.218 -6.140 0.249  -1.3169
52 C -1.976 4.204 2.546  -0.4794
53 B 0.050 -2.556 0.895  -0.2577
54 H 2.992 2.287 1.776  0.6178
55 H 4.096 -5.547 0.505  0.3316
56 H -3.497 1.265 1.306  0.1002
57 H 2.540 -2.660 2.363  0.7561
58 H -1.374 0.514 -3.164  0.2201
59 H -2.701 -0.588 -3.514  0.3551
60 H -0.399 2.984 -1.103  -0.0082
61 H 0.807 -7.121 1.750  0.5134
62 H -4.722 0.335 2.195  0.4855
63 H 2.448 3.005 -1.168  0.2927
64 H 2.349 -0.909 -4.320  0.3772
65 H -1.762 -3.578 3.004  0.5182
66 H -1.281 -3.414 -3.548  0.6637
67 H -1.214 -0.734 -4.413  0.5796
68 H -5.529 1.342 -1.922  0.6673
69 H 3.157 1.742 -0.158  0.5087
70 H 3.077 3.125 -3.563  0.3872
71 H -3.455 1.179 3.064  0.4231
72 H 3.545 -0.189 3.011  0.6751
73 H 1.682 -1.536 -2.103  0.3524
74 H -2.277 4.074 1.514  0.4986
75 H 4.386 2.072 -4.160  0.4077
76 H -4.793 -0.918 -0.145  0.3980
77 H -4.116 3.614 -2.209  0.6436
78 H 1.380 2.474 1.041  0.1256
79 H 3.334 -7.131 0.680  0.3914
80 H 1.570 2.338 2.784  0.4141
81 H 4.704 0.125 -1.048  0.3669
82 H -4.358 -1.324 -1.782  0.4328
83 H -0.965 -5.135 2.137  0.4572
84 H -1.367 3.996 -2.212  0.5531
85 H 4.665 2.428 -1.852  0.3657
86 H -3.142 -1.471 -0.500  -0.0141
87 H -2.277 6.480 4.841  0.4249
88 H -0.436 2.614 5.104  0.6481
89 H 0.553 0.558 -3.837  0.3600
90 H 3.189 -6.248 -0.836  0.2733
91 H -3.778 -1.893 3.667  0.6366
92 H 0.816 2.255 -3.472  0.4056
93 H -1.586 4.119 -0.478  0.2617
94 H 5.336 0.340 -2.704  0.3768
95 H 3.967 -0.247 -4.589  0.3212
96 H -0.251 -4.428 -1.213  0.6110
97 H 2.659 -1.097 -0.717  0.5879